Computed, not measured: a molecular structure, C30H81F4HgN5O26S4 in a non-equilibrium geometry, with wB97M-V/def2-TZVPD.

Output
lowest unoccupied orbital energy	-0.0575	hartree
HOMO-LUMO gap	6.3	eV
energy relative to the best compared isomer or geometry (same formula, charge and spin)	39.8	kcal/mol
total energy	-5566.65530	hartree
F_max	12.02	eV Å⁻¹

Geometry as XYZ:
```
151
Properties=species:S:1:pos:R:3:lowdin_charge:R:1
Hg 1.5006 0.5057 -3.2078 1.247
N 1.4093 2.6523 -3.3665 -0.349
S 0.4616 3.8481 -3.5214 0.456
O 0.0955 4.2245 -4.8470 -0.241
O 0.3483 4.8291 -2.4225 -0.241
F -0.9004 2.9854 -3.1160 -0.229
S 2.6305 3.7642 -3.3215 0.549
O 3.2934 4.0107 -2.0764 -0.218
O 2.6846 4.7161 -4.4116 -0.222
F 3.7015 2.6645 -3.8844 -0.230
N 0.5427 -0.0601 -1.2622 -0.323
S -0.5142 -1.2761 -0.6695 0.593
O -1.8642 -0.9468 -0.4257 -0.231
O 0.0745 -2.5171 -0.1150 -0.259
F -0.7880 -1.9558 -2.0977 -0.213
S 0.7068 0.6462 0.1050 0.460
O 1.8194 0.1790 0.9344 -0.245
O -0.4948 1.1730 0.7287 -0.261
F 1.2531 1.9943 -0.5314 -0.189
C -0.8562 -4.8841 2.5699 -0.273
C -1.8046 -4.3467 1.5190 -0.264
O -3.1013 -4.8826 1.6308 -0.053
O -1.0887 -4.2785 3.7554 -0.056
H 0.1508 -4.5546 2.3140 0.118
H -0.9690 -5.9652 2.6512 0.128
H -1.3776 -4.6043 0.5498 0.105
H -1.8523 -3.2629 1.6255 0.112
H -3.6895 -4.3830 1.0597 0.073
H -1.9656 -4.5381 4.0475 0.106
C -4.2853 -2.5919 -1.9652 -0.168
C -5.8533 -2.7764 -2.0820 -0.256
O -6.5638 -1.7782 -2.7750 -0.052
O -3.7163 -2.9041 -3.2680 -0.095
H -3.7722 -3.2615 -1.2750 0.107
H -4.2123 -1.5614 -1.6177 0.108
H -6.1879 -2.8136 -1.0453 0.109
H -6.3091 -3.7131 -2.4029 0.114
H -6.2863 -1.9346 -3.6806 0.081
H -2.8754 -3.3625 -3.2019 0.021
C 0.7412 4.6601 2.9755 -0.223
C 0.7773 4.6352 1.4764 -0.297
O 1.9791 4.2314 1.0174 -0.050
O -0.4631 4.2230 3.6357 -0.099
H 0.9825 5.6754 3.2901 0.112
H 1.4269 3.9498 3.4373 0.114
H 0.4031 5.5981 1.1288 0.133
H 0.3200 3.6561 1.3339 0.101
H 2.0937 4.3260 0.0690 0.061
H -1.1434 4.4506 2.9977 0.026
C 3.2713 -2.9838 2.9788 -0.245
C 3.9648 -2.5568 1.7190 -0.225
O 3.6057 -3.3395 0.5438 -0.058
O 3.7937 -4.2540 3.2928 -0.067
H 2.2200 -3.0984 2.7149 0.101
H 3.4954 -2.3195 3.8135 0.132
H 5.0376 -2.4672 1.8901 0.116
H 3.7196 -1.4984 1.6308 0.100
H 3.5120 -4.2278 0.8955 0.078
H 4.4395 -4.2062 4.0016 0.089
C 4.0825 -1.2049 -2.0135 -0.165
C 2.8236 -2.2197 -2.1882 -0.153
O 1.8354 -1.9148 -3.2140 -0.158
O 3.8311 0.0736 -2.5673 -0.134
H 4.9638 -1.6738 -2.4510 0.114
H 4.3890 -1.1011 -0.9727 0.112
H 2.2479 -2.1937 -1.2630 0.064
H 3.2055 -3.2400 -2.1536 0.118
H 1.2777 -2.6813 -3.3659 0.020
H 4.7052 0.4699 -2.5456 0.106
C -1.3144 -5.3352 -4.3158 -0.296
C -0.4377 -4.0841 -4.5255 -0.189
O 0.5517 -4.1755 -3.5267 -0.065
O -1.9617 -5.3357 -3.1377 -0.021
H -0.6859 -6.1695 -4.6274 0.133
H -2.1340 -5.2962 -5.0333 0.128
H -0.9856 -3.1744 -4.2801 0.095
H -0.0948 -4.1266 -5.5593 0.131
H 0.2566 -4.8369 -2.8966 0.107
H -2.3454 -6.2129 -3.0679 0.122
C -1.6897 0.1070 -4.2330 -0.037
O -0.2769 0.3436 -4.4829 -0.331
C 0.0458 0.2737 -5.8758 -0.184
C 1.3919 0.9030 -6.1492 -0.167
N 2.4319 0.2034 -5.3567 -0.082
C 3.8013 0.4440 -5.9031 -0.157
C 4.2184 -0.7198 -6.8099 -0.177
O 3.7687 -1.9736 -6.2276 -0.209
C 4.1321 -3.1374 -6.9854 -0.083
H -2.0517 0.5030 -3.2843 0.096
H -1.7466 -0.9811 -4.2003 0.070
H -2.3944 0.5760 -4.9196 0.106
H -0.7468 0.8505 -6.3525 0.130
H -0.1737 -0.7415 -6.2063 0.134
H 1.3826 1.9365 -5.8031 0.104
H 1.4269 0.9565 -7.2373 0.136
H 2.4045 -0.7876 -5.5499 0.079
H 4.4311 0.3090 -5.0239 0.098
H 4.0355 1.4402 -6.2783 0.135
H 5.3069 -0.6904 -6.7612 0.124
H 3.9552 -0.6469 -7.8651 0.122
H 3.9501 -2.9977 -8.0509 0.083
H 3.6415 -4.0629 -6.6839 0.088
H 5.2041 -3.3259 -6.9259 0.086
C 0.3924 -1.9898 4.2159 -0.186
O 1.2702 -0.9672 4.4845 -0.186
C 0.6398 0.4049 4.1768 -0.134
C 0.5781 1.3760 5.3850 -0.134
N -0.6039 0.8519 6.2432 -0.055
C -0.7849 1.5115 7.5594 -0.182
C 0.3675 1.0298 8.4957 -0.199
O 0.2801 -0.3348 8.9915 -0.210
C 1.2207 -0.5840 10.0034 -0.126
H 0.9646 -2.8341 4.6004 0.092
H 0.3119 -2.0533 3.1307 0.077
H -0.5969 -1.9195 4.6680 0.086
H -0.3199 0.3564 3.6624 0.090
H 1.2544 1.0011 3.5023 0.097
H 0.3792 2.3712 4.9872 0.091
H 1.5444 1.3051 5.8842 0.101
H -0.6961 -0.1386 6.4179 0.088
H -1.7939 1.2794 7.9003 0.106
H -0.8906 2.5944 7.4928 0.111
H 0.3660 1.6306 9.4052 0.103
H 1.3499 1.2497 8.0779 0.102
H 0.9991 -0.0367 10.9197 0.084
H 2.1177 -0.3360 9.4360 0.088
H 1.2343 -1.6338 10.2962 0.084
C -3.0843 0.5065 2.8359 -0.049
O -4.2959 1.3367 2.9417 -0.189
C -4.0388 2.6744 3.2157 -0.235
C -3.7648 3.4290 1.8920 -0.175
N -2.3428 3.6798 1.5915 -0.036
C -2.4107 4.3963 0.2805 -0.157
C -3.0541 5.8379 0.4160 -0.193
O -2.0903 6.6005 1.1156 -0.195
C -2.5094 7.8904 1.5341 -0.107
H -2.8392 0.4026 1.7789 0.061
H -3.0558 -0.4902 3.2763 0.085
H -2.2667 1.0793 3.2736 0.061
H -3.2914 2.6598 4.0089 0.114
H -4.7798 3.2330 3.7874 0.113
H -4.5599 4.1640 1.7673 0.107
H -4.0625 2.6894 1.1486 0.114
H -1.8721 2.7934 1.4777 0.070
H -2.9905 3.8226 -0.4425 0.108
H -1.4074 4.4132 -0.1452 0.093
H -4.0666 5.8672 0.8186 0.101
H -3.2123 6.2645 -0.5745 0.116
H -2.9590 8.6240 0.8650 0.084
H -1.6655 8.4548 1.9307 0.082
H -3.1443 7.6940 2.3981 0.087
```



Computed, not measured: 8 unconnected molecules or ions with the total composition C30H82N10O10 in a non-equilibrium geometry, with wB97M-V/def2-TZVPD.

Output
lowest unoccupied orbital energy	0.0128	hartree
HOMO-LUMO gap	8.6	eV
energy relative to the best compared isomer or geometry (same formula, charge and spin)	0.0	kcal/mol
total energy	-2491.93609	hartree
F_max	5.71	eV Å⁻¹

Geometry as XYZ:
```
132
Properties=species:S:1:pos:R:3:lowdin_charge:R:1
C -5.8030 -3.2881 0.7067 -0.152
O -4.8045 -3.1377 -0.2531 -0.218
C -5.3556 -3.5800 -1.5304 -0.141
C -4.1790 -3.5591 -2.6014 -0.424
C -4.6104 -4.0520 -3.9856 -0.064
N -3.0380 -4.3699 -2.2472 0.057
H -6.5846 -2.5477 0.5362 0.088
H -5.3733 -3.1671 1.7011 0.085
H -6.3218 -4.2398 0.8225 0.090
H -5.6589 -4.6185 -1.3973 0.118
H -6.2577 -3.0331 -1.8045 0.122
H -3.8838 -2.5132 -2.6849 0.117
H -5.1307 -5.0036 -3.8775 0.078
H -3.7639 -4.2094 -4.6540 0.079
H -5.2610 -3.2722 -4.3814 0.077
H -3.1185 -5.3460 -2.4939 0.081
H -2.8872 -4.3192 -1.2498 0.047
C 4.8590 4.0372 4.3124 -0.085
O 4.4262 2.6364 4.1935 -0.206
C 3.3635 2.3914 5.1017 -0.180
C 2.3133 1.3549 4.4980 -0.379
C 2.9668 0.1353 3.7814 -0.045
N 1.4180 2.0463 3.5805 0.044
H 5.4239 4.3545 5.1890 0.084
H 4.0666 4.7743 4.1829 0.078
H 5.5138 4.2201 3.4604 0.081
H 3.7929 2.0293 6.0358 0.117
H 2.8435 3.3322 5.2818 0.107
H 1.6547 0.9498 5.2663 0.121
H 2.2053 -0.5213 3.3604 0.058
H 3.6241 -0.3039 4.5318 0.079
H 3.6316 0.5705 3.0352 0.058
H 0.7555 1.4009 3.1746 0.039
H 2.0374 2.4358 2.8843 0.002
C 5.9164 1.4059 -0.6145 -0.110
O 5.2295 0.6415 -1.5995 -0.176
C 4.7100 -0.5887 -1.0285 -0.160
C 3.4406 -0.4354 -0.0871 -0.405
C 3.2750 -1.6932 0.8077 -0.038
N 2.2594 0.0111 -0.7260 0.065
H 5.2043 1.9254 0.0267 0.052
H 6.5749 2.1957 -0.9758 0.090
H 6.4534 0.8543 0.1572 0.089
H 4.4854 -1.3294 -1.7960 0.102
H 5.4770 -1.1460 -0.4907 0.111
H 3.6915 0.3362 0.6407 0.084
H 3.1296 -2.6730 0.3528 0.079
H 2.3959 -1.4872 1.4182 0.055
H 4.1461 -1.7593 1.4595 0.079
H 2.2699 0.7506 -1.4138 0.057
H 1.5626 -0.6458 -1.0470 0.048
C 0.1463 6.5634 2.0871 -0.086
O 0.9642 5.8194 1.1867 -0.181
C 1.1666 4.5296 1.5578 -0.257
C 2.2649 4.0033 0.5841 -0.281
C 1.5040 3.5444 -0.7356 -0.044
N 2.9467 2.8301 1.2720 0.034
H -0.9159 6.3429 1.9810 0.088
H 0.3987 7.6233 2.1193 0.086
H 0.4675 6.3151 3.0986 0.079
H 1.5503 4.4150 2.5716 0.097
H 0.2012 4.0297 1.4790 0.123
H 3.0468 4.6213 0.1428 0.128
H 1.3221 4.3761 -1.4163 0.077
H 0.5432 3.0633 -0.5528 0.065
H 2.0384 2.7614 -1.2737 0.043
H 3.6262 2.8973 2.0162 0.054
H 3.3477 2.0951 0.7071 0.019
C -5.6495 2.2731 -0.9351 -0.092
O -4.4448 1.5204 -0.6835 -0.207
C -4.7081 0.1515 -0.2062 -0.166
C -4.5335 0.1176 1.3619 -0.187
N -3.1756 0.6014 1.6915 -0.072
C -3.1163 0.6632 3.1372 -0.201
C -1.7472 1.0506 3.7456 -0.154
O -0.7831 0.0513 3.3647 -0.258
C -0.8639 -1.2097 3.9199 -0.115
H -5.2627 3.2901 -1.0007 0.090
H -6.3697 2.1236 -0.1308 0.079
H -6.2194 2.0422 -1.8351 0.082
H -4.0392 -0.6479 -0.5248 0.080
H -5.6783 -0.2212 -0.5345 0.113
H -4.7058 -0.9099 1.6821 0.093
H -5.3758 0.6438 1.8111 0.112
H -3.1172 1.5075 1.2491 0.123
H -3.4381 -0.3289 3.4538 0.112
H -3.7995 1.4394 3.4822 0.120
H -1.8753 1.1244 4.8255 0.122
H -1.3774 2.0435 3.4899 0.115
H -1.7928 -1.7695 3.8109 0.075
H -0.7598 -1.0788 4.9970 0.097
H -0.1513 -1.8485 3.3981 0.097
C -2.1250 0.2174 -3.0080 -0.168
O -1.9747 -0.0917 -4.3095 -0.189
C -0.8791 -0.9418 -4.6697 -0.148
C 0.4678 -0.6311 -3.9020 -0.192
N 0.8983 0.7375 -4.1030 -0.050
C 2.0930 1.0508 -4.9001 -0.186
C 3.3671 0.2765 -4.5796 -0.194
O 3.2978 -0.9744 -5.2839 -0.198
C 4.4164 -1.7931 -5.0196 -0.114
H -2.0785 -0.6722 -2.3798 0.074
H -3.1775 0.4008 -2.7915 0.082
H -1.4626 1.0138 -2.6691 0.096
H -0.7965 -0.9272 -5.7565 0.121
H -1.2777 -1.9283 -4.4328 0.113
H 1.2482 -1.3828 -4.0205 0.118
H 0.2064 -0.7259 -2.8481 0.069
H 0.0647 1.0506 -4.5796 0.089
H 2.3478 2.1097 -4.8544 0.110
H 1.7719 0.9698 -5.9386 0.114
H 3.4421 0.1982 -3.4950 0.097
H 4.2433 0.7947 -4.9693 0.123
H 4.4627 -2.6763 -5.6567 0.085
H 4.4865 -2.1436 -3.9899 0.073
H 5.3243 -1.2499 -5.2817 0.084
N 0.2194 -4.9226 -0.5311 0.163
C -0.5571 -5.5603 0.3481 -0.820
N -1.1564 -4.7575 1.1506 0.178
O -0.7223 -6.7375 0.3149 0.039
H 0.8085 -5.3602 -1.2250 0.111
H 0.2289 -3.9139 -0.5816 0.034
H -1.7544 -5.0943 1.8916 0.123
H -1.0330 -3.7630 1.0254 0.064
N -2.0380 -1.7313 0.5332 0.198
C -0.8763 -1.4703 0.0668 -0.753
N -0.5314 -0.1623 0.3473 0.189
O -0.1332 -2.2652 -0.3673 0.051
H -2.4985 -2.5864 0.2559 0.096
H -2.4247 -1.0773 1.1986 0.066
H -0.9007 0.1700 1.2267 0.063
H 0.2818 0.1410 -0.1691 0.056
```



Computed, not measured: 10 unconnected molecules or ions with the total composition C30H82N2O12 in a non-equilibrium geometry, with wB97M-V/def2-TZVPD.

Output
lowest unoccupied orbital energy	0.0149	hartree
HOMO-LUMO gap	8.5	eV
energy relative to the best compared isomer or geometry (same formula, charge and spin)	86.5	kcal/mol
total energy	-2204.33892	hartree
F_max	3.40	eV Å⁻¹

Geometry as XYZ:
```
126
Properties=species:S:1:pos:R:3:lowdin_charge:R:1
C 0.6370 -0.5944 -4.4231 -0.178
O -0.5261 -1.2252 -4.5021 -0.166
C -1.0757 -1.5548 -3.2123 -0.188
C -1.6811 -2.9172 -3.4031 -0.169
N -0.6472 -3.9727 -3.7695 -0.045
C -1.0665 -5.3078 -3.5808 -0.227
C 0.0623 -6.3799 -3.5115 -0.191
O 0.6091 -6.7948 -4.7607 -0.207
C -0.1566 -7.7315 -5.4333 -0.155
H 1.3114 -1.0333 -3.7008 0.090
H 0.4903 0.4347 -4.2495 0.059
H 1.2162 -0.6467 -5.3445 0.095
H -1.9393 -0.9064 -3.0089 0.131
H -0.2405 -1.6481 -2.5013 0.101
H -2.5238 -2.8484 -4.0821 0.113
H -2.1006 -3.1387 -2.4121 0.102
H -0.1284 -3.7991 -4.6111 0.110
H -1.7800 -5.5878 -4.4236 0.133
H -1.5393 -5.3251 -2.6281 0.083
H -0.2861 -7.3177 -3.0786 0.102
H 0.9582 -6.0187 -2.9135 0.135
H 0.4017 -8.0558 -6.3172 0.085
H -1.1569 -7.4202 -5.7734 0.082
H -0.2469 -8.6636 -4.7949 0.099
C 4.8702 3.5544 3.0299 -0.066
O 4.5887 2.8243 1.7991 -0.196
C 3.8586 3.5686 0.9151 -0.290
C 3.7792 2.8650 -0.3914 -0.236
N 2.7470 3.4003 -1.2917 -0.031
C 2.7117 2.6038 -2.5226 -0.213
C 1.7049 3.1491 -3.4833 -0.240
O 0.5054 2.7016 -2.9166 -0.228
C -0.5761 3.1659 -3.6758 -0.099
H 5.1119 4.5795 2.7062 0.081
H 5.7413 3.1090 3.5564 0.093
H 3.9744 3.6567 3.6875 0.091
H 4.3073 4.5293 0.7165 0.126
H 2.7702 3.5742 1.2659 0.132
H 3.7621 1.7229 -0.3973 0.135
H 4.7365 3.0458 -0.8929 0.119
H 1.8295 3.3806 -0.8628 0.077
H 2.4297 1.6075 -2.3230 0.087
H 3.7452 2.5428 -3.0458 0.157
H 1.8372 2.7131 -4.5050 0.132
H 1.6939 4.2450 -3.6461 0.133
H -0.3158 3.2193 -4.7057 0.078
H -0.8861 4.1336 -3.3039 0.063
H -1.4230 2.4624 -3.6554 0.104
C 0.7832 7.2152 -1.8661 -0.066
C -0.1358 6.8915 -0.7360 -0.491
C -0.7452 5.5048 -0.9249 -0.037
O 0.5233 7.1002 0.4969 -0.015
H 1.6528 6.5974 -1.8513 0.068
H 1.0249 8.2500 -2.0906 0.077
H 0.2095 6.9828 -2.7905 0.084
H -0.9317 7.6615 -0.7374 0.144
H -1.3931 5.5204 -1.8010 0.074
H -1.3817 5.3433 -0.0421 0.074
H -0.0778 4.6679 -0.9862 0.059
H 0.6790 6.2793 0.8734 0.016
C -4.0623 -2.2789 4.3648 -0.048
C -3.6123 -1.1722 3.4086 -0.513
C -4.4652 0.1021 3.6249 -0.042
O -2.2830 -0.8176 3.4326 -0.062
H -3.7318 -2.1490 5.3981 0.089
H -3.7427 -3.2448 4.1149 0.039
H -5.1129 -2.3372 4.2509 0.068
H -3.9387 -1.5845 2.4499 0.135
H -3.9729 0.9286 3.1409 0.058
H -4.4054 0.3491 4.6514 0.059
H -5.5246 0.0827 3.3470 0.086
H -1.7412 -1.3372 2.7664 0.102
C -2.2559 4.1973 3.3032 -0.043
C -1.2956 5.3988 2.9730 -0.532
C -1.4283 6.4920 4.0456 -0.056
O 0.0265 5.0406 2.7327 -0.071
H -2.1091 3.3208 2.6434 0.072
H -3.2829 4.5820 3.2129 0.082
H -2.1433 3.8383 4.3326 0.074
H -1.6388 5.8400 2.0655 0.096
H -2.4650 7.0074 4.0244 0.111
H -0.6298 7.2798 3.9336 0.096
H -1.3244 5.9880 4.9739 0.048
H 0.1967 4.3405 3.4550 0.139
C -0.6896 -5.8473 1.5770 -0.051
C -1.1993 -4.5956 2.3188 -0.432
C -0.4570 -4.5279 3.6346 -0.056
O -1.0325 -3.4446 1.4165 -0.103
H -0.8411 -5.8483 0.5169 0.046
H -1.0866 -6.7578 2.0854 0.102
H 0.4234 -5.8664 1.5459 0.093
H -2.2854 -4.5649 2.4441 0.130
H 0.6225 -4.5622 3.4386 0.078
H -0.5289 -5.4869 4.2012 0.098
H -0.6503 -3.6641 4.2527 0.071
H -0.0669 -3.3223 1.2507 0.066
C 1.2640 1.0923 1.1949 -0.036
C 0.3026 0.1233 0.4210 -0.399
C -1.1620 0.4758 0.5193 -0.047
O 0.5831 0.1035 -1.0231 -0.088
H 1.0546 0.9939 2.3235 0.118
H 1.1154 2.1095 0.9177 0.045
H 2.3264 0.9072 1.0487 0.037
H 0.4778 -0.8519 0.8122 0.098
H -1.7171 -0.3979 0.1793 0.083
H -1.4213 1.4307 0.0300 0.092
H -1.4807 0.5393 1.6016 0.076
H 0.4052 0.9480 -1.4578 0.057
C 4.7003 -1.0802 2.1120 -0.152
O 3.3347 -0.7654 2.0043 -0.157
H 5.1587 -1.2827 1.1178 0.089
H 5.2967 -0.3200 2.6765 0.092
H 4.8752 -2.0401 2.6217 0.075
H 3.0691 0.0701 2.4535 0.078
C 1.9624 -3.0106 -0.3370 -0.143
O 1.8485 -3.2006 1.0251 -0.092
H 2.9335 -3.0446 -0.6975 0.062
H 1.4636 -3.8873 -0.7708 0.090
H 1.5043 -2.1531 -0.8221 0.068
H 2.1043 -2.4310 1.4614 0.020
C -3.4970 -5.5030 -0.4318 -0.232
O -2.9972 -4.2381 -0.3498 -0.142
H -2.6768 -6.2439 -0.6046 0.070
H -3.9734 -5.8889 0.4760 0.072
H -4.2580 -5.6188 -1.2154 0.085
H -2.1645 -4.1294 0.2192 0.060
```